Molecular formula: C38H110N8O13
Method: DFT, wB97M-V/def2-TZVPD

The relative energy (zero: lowest compared OMol25 entry of this formula, charge and spin) comes out at 230.9 kJ/mol. Its molar mass is 887.34 g/mol. The gap between HOMO and LUMO comes out at 9.156 eV.

XYZ file:
```
169
C38H110N8O13, DFT wB97M-V/def2-TZVPD
N -6.32371 2.67883 1.28543
H -8.03663 -1.40067 -2.65669
H 5.71118 -0.30602 -8.56713
H 1.36118 -5.15264 2.15181
H 8.42792 -1.74493 -6.45281
H 2.74567 -1.50102 -8.10216
H -2.62969 -6.06978 -5.72704
H 0.58544 8.45507 -5.81639
H 1.77866 -3.15011 10.03179
C 0.12649 0.58159 8.04718
H 1.13916 -5.51101 5.13555
C -2.20328 -6.24784 -4.73983
H 9.52650 -1.85556 4.73608
H -5.04191 1.13745 -3.40163
H -1.34914 10.74317 0.70947
N 7.53709 -2.37283 -8.93829
H 3.26610 0.18374 -7.93591
H -9.17770 -1.01773 -3.99657
H 4.08994 4.48789 -5.36305
C -1.69895 -9.20971 2.42671
H -4.23986 -8.94673 -3.80088
H 6.92772 -1.04718 -5.77865
H 9.28672 3.23550 -0.85661
H -1.97162 -7.83929 -3.23523
H -1.54558 10.38523 4.47810
H -4.52520 -0.27705 -3.88925
H -0.04274 -0.10976 7.22165
H 0.87174 0.44740 -1.45786
C -7.30158 1.93911 3.37908
H -4.34989 -4.33456 -0.36267
H -0.57403 -6.87742 1.83802
C 0.65765 7.88707 -6.74389
H -0.00965 -4.87873 3.97958
H -6.90045 3.50786 1.27228
H -0.33381 -2.99939 11.28261
H 2.69316 -1.74451 9.81311
H -0.82854 -1.71008 11.97150
H 4.25323 6.19745 -4.82407
O 7.48790 -3.39589 4.78476
C 9.08439 2.72931 1.19596
O -0.96012 -8.29987 3.28144
N -0.76328 5.95037 -6.25655
H -4.50552 -0.70874 -6.25518
C 5.42685 -1.31274 -8.26093
H -9.21038 -0.05011 -2.63951
H 1.22956 -0.61605 11.62340
C 2.12789 -2.27481 10.57950
H -0.36575 0.65577 -0.19108
O 3.60604 -3.39063 -3.17016
C 0.56703 6.39127 -6.59559
H -0.78435 -0.49998 10.09592
C 1.64251 0.77556 0.42081
C 4.05136 5.53443 -5.66535
H -0.81972 4.99305 -5.93963
H -5.98935 -8.60835 -2.31204
H -4.64091 -7.44856 -4.69209
H 6.61374 -3.71028 4.54266
O 8.65684 4.88200 0.20055
H -0.25482 7.56062 6.29376
H -2.70607 9.22836 4.12511
H -5.53744 0.40295 -7.34100
H 5.05532 -1.89608 -9.10341
H 1.73269 -7.39641 3.91484
H -5.63012 4.29538 3.43501
H -0.31935 7.81644 2.52729
O 0.47054 -1.25858 -0.29544
H 10.15877 2.84537 1.33855
H 2.89637 -3.01371 -2.65004
H 0.03562 -1.79411 9.08339
H 7.12884 -3.13810 -9.45579
O -0.84798 8.41686 4.60781
H 2.63912 0.54065 0.04706
H -2.59962 -5.41927 -4.15290
H -0.75392 1.14968 8.34758
H 7.66500 -0.21074 -7.03974
H -5.29274 1.47743 2.54519
H -6.23181 -7.17351 -1.45536
O -4.53014 -7.17673 -2.68450
C 7.33334 -2.09778 5.25105
H -2.15628 -8.59171 1.65403
H 0.58433 -8.19664 1.89765
H -6.52992 -7.19919 -3.21859
H -6.12566 1.68097 -5.33941
C -2.52278 -7.66557 -4.15943
H 8.55974 3.03591 2.10086
O -7.13358 1.67534 4.77990
C 0.14923 -0.97269 9.79083
C 0.56582 0.15438 -0.45354
O 4.55909 -1.24567 -7.10360
H -2.49640 -9.66715 3.01230
N -0.74738 8.43932 1.85728
C -0.00894 -7.52024 2.51297
H -1.76027 11.69719 2.21068
H -6.02943 0.45737 6.08469
H 0.01306 8.58647 1.20906
H 2.25026 -6.51816 1.86939
H -3.96491 0.86317 -6.60594
H 1.47877 1.85314 0.43059
H 6.81204 -2.21543 6.20105
C -4.88274 0.28957 -6.47694
H -2.78467 10.41416 1.48989
C -6.75201 -0.27104 -4.80408
H -6.95722 2.03800 0.82924
C 6.73593 -2.03545 -7.73578
H 1.57029 8.29727 -7.17625
N -4.61833 0.68054 -4.19656
C 7.49729 -1.22939 -6.68997
H -7.90252 1.21353 2.83091
C 0.91177 -1.45770 11.00799
H -4.29686 -3.73353 1.02579
C 0.38811 -5.80188 4.40110
H -0.49178 -6.23305 4.87858
C 8.78963 -1.62142 5.50440
C -0.93587 8.36356 6.01169
O 2.88538 5.89379 -6.45369
C -5.63387 0.71499 -5.22481
H -0.46951 -1.44922 -0.25594
O -7.56206 0.33837 -3.87575
H -4.13352 3.59842 2.76016
H -2.14307 -9.52153 -4.67235
H -7.21307 -0.32278 5.01566
C -1.64450 9.42398 3.97381
H -0.06372 10.19063 2.75748
C -1.76503 10.72550 1.71685
H 3.66602 -2.82490 -3.93995
N 1.86985 -5.91181 2.58194
H 1.88935 6.68809 -4.89441
C 3.28821 -0.80027 -7.46758
H -1.05381 6.44483 -5.42516
H -1.12946 -6.06495 -4.70040
H 0.70172 1.40137 7.61685
H -5.63087 0.15469 4.38307
C -5.86764 -7.53043 -2.41874
H 2.66907 -2.66533 11.44131
N 0.02345 -2.23613 11.83930
H 8.83269 -0.57656 5.81180
C -1.02377 9.69939 2.59900
H -1.00061 -9.90907 1.96701
H 6.75596 -1.39266 4.65311
H -4.86192 3.10712 4.32725
C 8.66575 3.50504 -0.00230
N -2.02000 -8.61929 -5.10930
H 4.89482 5.63058 -6.34904
H -6.33429 -1.18912 -4.39087
H -7.89434 2.85047 3.30051
C -8.49937 -0.60989 -3.24714
H 1.59904 0.46630 1.46512
O 0.88131 0.07721 9.13442
H 8.39814 -2.74080 -8.55975
H 1.51866 5.02089 -5.08908
C -5.98349 2.31119 2.67092
H 0.82641 6.02410 -7.58857
H 9.54540 5.22603 0.08348
C 1.02134 -6.75917 3.38948
C -4.06841 -7.87233 -3.86701
H 7.65195 3.19610 -0.25697
H -0.59293 9.19269 6.63059
C -5.06007 3.37768 3.29013
H 2.68190 -0.82875 -6.56222
H 6.29733 -2.93640 -7.30680
H -7.38446 -0.51999 -5.65621
O -4.07745 -3.54953 0.11242
H 9.12318 -2.24078 6.33702
C 1.70729 5.93151 -5.65766
H 8.74821 1.70574 1.03051
H -1.89872 8.03072 6.39929
H -0.20307 8.29652 -7.27266
H -1.03540 -8.46619 -4.94427
C -6.42934 0.43274 5.07100
```

---

Molecular formula: C38H111N5O15
Method: DFT, wB97M-V/def2-TZVPD

The relative energy (zero: lowest compared OMol25 entry of this formula, charge and spin) comes out at 6893.1 kJ/mol. Its molar mass is 878.33 g/mol. The gap between HOMO and LUMO comes out at 6.698 eV.

XYZ file:
```
169
C38H111N5O15, DFT wB97M-V/def2-TZVPD
C 2.04963 1.33151 1.01497
H 1.16651 -2.37299 2.37533
H -2.31394 -0.42665 -1.66553
H -1.30641 4.54520 -0.73130
H 3.32615 -1.75515 3.73775
H -0.15603 -1.99420 2.15836
N -1.61231 0.23045 2.66789
H -1.38019 -0.06926 -3.96950
C -1.38041 3.47348 -0.54682
H -1.94204 -2.21833 0.47137
H 4.09904 0.85225 3.87741
H 0.92483 3.21341 -0.45036
H 2.04172 0.26515 0.78933
H 2.12235 -0.69097 2.87674
H 0.97242 -1.39635 0.98722
C 3.41077 1.77567 1.61255
H -0.89409 -2.59144 4.60746
C -1.77833 -2.31278 -1.85887
O -2.58761 -1.67849 3.04451
H -2.85594 -2.35990 -2.01585
H 0.86961 -0.18954 -3.17343
C 5.12611 -2.55531 0.63377
H 4.76117 -3.57407 0.76430
H -5.91477 -1.24175 -0.30179
H -4.38929 -1.11629 1.12625
H -0.40222 4.76570 4.37590
H -2.00629 -0.96813 2.77307
C -1.55428 -0.27497 0.18446
H 4.28937 -2.35120 -4.25467
H -2.03843 1.13322 2.51451
N -2.92578 3.90825 -6.48413
N 3.52252 -2.10459 -1.16564
C 0.29224 -1.09279 -2.97622
H -2.47887 1.97918 3.39277
H 6.00446 -3.98157 2.66139
H 0.92147 3.00011 -2.24165
C -3.84382 0.94713 0.69318
H -3.54134 3.28488 -0.58768
O -5.44179 -0.74820 0.37222
C -2.43483 0.52699 -2.17939
H -0.97688 0.50002 3.40522
C -3.66044 -3.51706 -0.15311
H 1.47579 1.71583 -1.21488
H -0.15725 1.02882 1.39341
H -0.63400 -0.74573 -2.51826
C 1.45232 2.80136 -1.31063
H -1.55312 -4.36143 -1.21760
H -1.40456 -1.61823 -2.61119
H 2.73687 4.49891 -1.19457
H 0.13022 -1.46905 -3.98631
H -2.42971 3.65873 3.44514
H -3.37694 0.35970 1.48378
H -0.04308 1.10885 -3.39504
H -2.07700 3.74904 1.29281
O 3.68224 0.15044 5.72816
C -0.03449 2.14657 -3.06165
O -0.82759 -0.35620 -1.04657
O -1.40762 3.21860 0.85443
H -0.72782 -1.26226 3.41084
H -2.06469 -1.23069 0.30353
H -1.25931 2.28906 -5.26200
C -1.09234 -3.68272 -1.93533
H 2.58580 -1.76795 -1.33693
H -0.47434 3.05607 -0.98602
H -3.31866 -3.83339 -1.13861
O 4.39352 1.53150 0.57746
C 2.82568 3.41720 -1.29514
H 1.82633 1.93902 0.13795
H 4.35722 -0.71307 -0.14414
H 1.51424 -2.06983 4.00234
C -0.71737 0.09883 1.49081
H 3.39886 3.05007 -0.44380
H -0.03265 -1.41011 -0.53029
H 3.41727 -3.10694 -1.23147
C 0.32902 -1.08264 1.80925
C -1.47951 3.17223 -4.66231
C 2.83148 -1.51517 1.08702
C 0.99146 -2.06627 -2.07791
O 5.58172 -2.10460 1.91940
C -4.53927 0.11448 -0.30296
H 1.87751 -1.30990 4.45799
H -2.23726 4.59578 -6.75494
C -0.00163 0.78321 -1.42976
C 2.65057 -0.90252 3.80643
O -1.30027 -4.17719 -3.17777
N 0.94725 -1.56483 -0.71995
H 5.12932 1.10369 1.02151
H -2.98276 1.45838 0.26272
H -4.74542 -3.45489 -0.23712
H 3.88044 -3.89869 -4.98703
C -4.02109 2.68870 -4.70355
H -0.02913 -3.64411 -1.69826
H -3.19286 -1.51680 -0.59434
C -0.54979 -2.31906 3.60978
H -2.86157 -2.09075 2.22524
C 3.82651 -3.31967 -4.06512
H -3.08743 -1.08856 -4.88358
N 0.17351 4.01082 4.03124
H 2.34066 -2.44963 1.35904
H -3.41026 0.94552 -1.93143
C -2.37451 0.26879 -3.67768
H 3.34018 2.85419 1.75365
H -3.41512 -4.33129 0.52877
O -1.23168 2.83631 -3.26450
C -3.00889 -2.17952 0.25128
H 5.92330 -2.68521 -0.09815
C -2.92048 3.65443 -5.05314
H -1.24974 -5.12316 -3.02221
O -3.33897 -0.71927 -4.03390
C 3.99271 -1.70077 0.13813
H -4.49589 1.72468 1.09109
H 0.71560 0.63198 -2.23648
C 6.51857 -3.03383 2.50149
H -3.83047 -0.46493 -0.89455
H 0.83005 2.55399 -3.58575
H -0.66023 1.59352 -1.74241
O 1.04962 -4.03356 3.48885
H 0.08854 2.01238 -1.98696
C -1.79382 2.80625 3.20632
H -1.74051 1.32749 -1.92402
H 3.86885 2.24748 -2.50449
H 3.14032 -1.55789 -2.52640
H 3.55965 1.34167 2.60129
H -2.95050 3.45763 -2.16694
C 2.42727 -2.38153 -2.49039
O -0.02920 0.26742 3.71744
H 4.46132 -3.85321 -3.35769
H 2.52559 1.21834 4.43100
O 3.46231 3.11609 -2.54726
H -2.79220 1.96098 -1.21874
H 1.14568 -2.37019 -0.14365
H -0.99947 -1.06512 4.92689
H 4.40987 0.75097 5.90569
H -1.58388 2.78782 2.13689
H 3.07064 -1.18228 2.09702
C -0.53365 -0.08160 4.98858
H 1.27281 1.53454 1.75216
H 6.78938 -2.58936 3.45920
H 1.39767 1.70163 4.21274
H -4.95864 3.07567 -5.10275
C -2.67093 3.04402 -1.19799
H 0.98343 -0.76904 2.62258
H -0.86097 2.55045 5.13100
H 2.78747 -3.06828 -1.72441
H 0.50366 -3.03723 -2.16387
C 3.24944 0.40429 4.39278
H -4.99502 0.80724 -1.01043
H 0.87810 -4.38678 4.36487
H 7.43534 -3.22688 1.94439
H -0.75906 3.92515 -4.98195
H 2.12196 -0.78689 0.69422
C 0.44856 1.64884 3.67936
O 2.45688 -3.04475 -3.81490
H -2.60433 1.19888 -4.19751
C -0.55557 2.73801 4.10160
H -2.38442 0.40171 -0.01820
H -1.17590 -2.79964 2.85802
H -1.34808 0.59753 5.24073
H -2.59716 3.07070 -6.94309
H -3.12592 4.59968 -4.55075
O -3.66337 -1.67756 1.40840
H -4.18900 2.44071 -3.65550
H -1.56756 -1.75420 -0.94691
C 0.82965 -2.64223 3.37640
H 0.41056 4.35118 3.11034
H 0.62952 1.05644 -0.58413
H -3.76661 1.71968 -5.13291
H 0.82721 1.70014 2.65853
H 0.25053 -0.14121 5.74331
```

---

Number 1: E_HOMO -9.20 eV, LUMO -0.047 eV. Number 2: E_HOMO -6.34 eV, LUMO 0.358 eV.